w.
Below is a 2-piece molecular cluster, C2H8N2S2 overall, with properties calculated with wB97M-V/def2-TZVPD.

Summary:
LUMO = 0.52 eV
HOMO level = -8.3 eV
SMILES = [H]/N=C/N.CSS

Last column: Mulliken charge in e.
CARTESIAN COORDINATES (ANGSTROEM)
H -2.903 1.960 1.310  0.211
N -2.078 1.376 1.240  -0.556
C -2.300 0.180 1.595  0.052
N -1.342 -0.786 1.475  -0.299
H -3.269 -0.199 1.930  0.325
H -0.466 -0.438 1.129  -0.013
H -1.591 -1.752 1.394  0.242
C 1.715 0.997 0.483  -0.824
S 2.044 -0.057 -0.951  -0.063
S 0.148 -0.826 -1.377  -0.179
H 2.667 1.499 0.654  0.300
H 0.974 1.761 0.253  0.324
H 1.395 0.425 1.349  0.325
H 0.327 -0.835 -2.704  0.156

x.
Below is C2H8N2S2 in the gas phase, with properties calculated with wB97M-V/def2-TZVPD.

Summary:
LUMO = 0.73 eV
HOMO level = -8.6 eV
SMILES = CN(N)C(S)S

Last column: Mulliken charge in e.
CARTESIAN COORDINATES (ANGSTROEM)
C 0.426 0.220 1.399  -0.986
N 0.320 0.547 -0.001  0.270
N 1.491 0.707 -0.606  -0.663
C -0.647 -0.172 -0.742  -0.409
S -2.306 0.046 -0.077  -0.097
S -0.235 -2.021 -0.842  -0.202
H 0.777 1.108 1.838  0.354
H -0.583 -0.103 1.755  0.295
H 1.034 -0.626 1.506  0.404
H 1.251 1.364 -1.344  0.235
H 2.047 -0.019 -0.873  0.228
H -0.866 0.103 -1.839  0.339
H -2.480 1.079 -0.759  0.103
H -0.229 -2.233 0.586  0.128

Q: Which of them is the most stable? A: w.

w.
Below is C19H21N2O6Pb as an isolated structure, with properties calculated with wB97M-V/def2-TZVPD.

Summary:
LUMO = 1.94 eV
HOMO level = -5.1 eV
charge = -1

Last column: Mulliken charge in e.
CARTESIAN COORDINATES (ANGSTROEM)
Pb -0.213 0.142 -0.142  1.490
O 3.517 0.393 5.195  -0.534
C 2.695 0.538 4.124  1.237
C 3.099 1.200 2.966  -0.389
C 2.198 1.280 1.924  -0.014
N 0.980 0.761 1.998  -0.338
C 0.609 0.103 3.092  0.333
C 1.426 -0.035 4.194  -0.611
C -0.733 -0.615 2.996  0.098
O -1.260 -1.000 4.031  -0.708
O -1.160 -0.782 1.802  -0.552
C 2.598 1.852 0.565  0.054
O 3.587 2.573 0.512  -0.731
O 1.851 1.472 -0.395  -0.730
H 4.362 0.812 4.999  0.294
H 4.084 1.632 2.850  0.435
H 1.093 -0.587 5.060  0.520
O 0.470 -1.493 -0.943  -0.909
C -2.934 4.071 -4.974  -1.599
C -1.942 3.612 -3.935  -0.200
C -0.618 4.019 -3.996  -0.822
C 0.280 3.584 -3.025  -0.345
C 1.731 3.984 -3.052  -1.467
C -0.178 2.765 -2.011  -0.894
C -1.496 2.310 -1.920  1.572
C -2.375 2.763 -2.920  -0.044
N -1.840 1.461 -0.855  -0.332
C -3.264 1.107 -0.636  1.771
C -4.085 2.388 -0.398  -1.671
C -3.429 0.288 0.636  -2.395
C -3.817 0.223 -1.771  -1.573
H -2.458 4.717 -5.712  0.380
H -3.755 4.628 -4.518  0.324
H -3.372 3.222 -5.503  0.333
H -0.285 4.670 -4.797  0.227
H 1.938 4.653 -3.888  0.372
H 2.371 3.105 -3.139  0.295
H 2.019 4.481 -2.125  0.333
H 0.514 2.423 -1.261  1.247
H -3.413 2.479 -2.941  0.719
H -3.729 2.863 0.518  0.375
H -5.135 2.120 -0.260  0.447
H -4.023 3.122 -1.195  0.404
H -2.992 0.787 1.500  0.393
H -2.978 -0.698 0.551  0.566
H -4.493 0.141 0.829  0.556
H -3.695 0.640 -2.766  0.327
H -4.880 0.032 -1.605  0.414
H -3.295 -0.736 -1.754  0.345

x.
Below is C19H21N2O6Pb as an isolated structure, with properties calculated with wB97M-V/def2-TZVPD.

Summary:
LUMO = 2.42 eV
HOMO level = -5.6 eV
charge = -1

Last column: Mulliken charge in e.
CARTESIAN COORDINATES (ANGSTROEM)
Pb 2.296 1.153 -0.909  1.329
O -2.988 3.546 1.699  -0.577
C -1.854 3.123 1.084  1.325
C -1.840 2.754 -0.256  -0.321
C -0.652 2.315 -0.798  -0.060
N 0.451 2.254 -0.062  -0.469
C 0.449 2.579 1.226  0.093
C -0.693 3.040 1.845  -0.663
C 1.757 2.324 1.987  0.477
O 1.766 2.588 3.183  -0.738
O 2.693 1.839 1.275  -0.666
C -0.545 1.800 -2.236  0.386
O -1.567 1.828 -2.915  -0.756
O 0.608 1.376 -2.559  -0.671
H -3.712 3.522 1.064  0.293
H -2.723 2.769 -0.883  0.440
H -0.671 3.291 2.895  0.571
O 3.853 1.799 -1.841  -0.970
C -3.113 -1.085 -1.836  -1.649
C -2.118 -0.965 -0.713  0.523
C -2.531 -0.745 0.596  -0.892
C -1.609 -0.554 1.622  0.381
C -2.058 -0.290 3.034  -1.689
C -0.255 -0.603 1.319  -0.080
C 0.192 -0.810 0.014  -0.444
C -0.756 -0.992 -0.994  0.130
N 1.590 -0.736 -0.218  0.401
C 2.318 -1.919 -0.719  1.766
C 1.860 -3.145 0.075  -1.759
C 3.802 -1.682 -0.428  -1.911
C 2.130 -2.181 -2.219  -1.555
H -4.134 -1.144 -1.455  0.396
H -2.922 -1.974 -2.440  0.338
H -3.033 -0.217 -2.494  0.290
H -3.594 -0.700 0.818  0.278
H -1.897 -1.165 3.668  0.375
H -3.118 -0.037 3.074  0.374
H -1.492 0.535 3.470  0.339
H 0.488 -0.441 2.092  0.494
H -0.430 -1.076 -2.023  0.312
H 2.000 -2.972 1.144  0.314
H 2.445 -4.019 -0.221  0.492
H 0.806 -3.362 -0.102  0.373
H 3.944 -1.488 0.636  0.359
H 4.200 -0.829 -0.987  0.491
H 4.393 -2.554 -0.717  0.451
H 1.106 -2.477 -2.446  0.314
H 2.793 -2.985 -2.549  0.468
H 2.366 -1.286 -2.802  0.299

Q: Which of them is the most stable? A: x.

w.
Below is a 2-piece molecular cluster, C3H7IN overall, with properties calculated with wB97M-V/def2-TZVPD.

Summary:
LUMO (alpha / beta) = -5.54 / -4.70 eV
HOMO level (alpha / beta) = -12.3 / -13.3 eV
charge = +1

Last column: Mulliken charge in e.
CARTESIAN COORDINATES (ANGSTROEM)
C -2.070 0.496 -1.550  -0.843
C 0.611 0.272 1.311  -0.173
C -0.075 -0.133 0.103  -0.376
N 1.327 0.029 0.007  -0.229
I -1.644 2.460 -1.908  0.226
H -1.709 -0.046 -2.358  0.446
H -2.926 0.350 -0.908  0.423
H 0.514 1.341 1.710  0.240
H 0.754 -0.427 2.187  0.267
H -0.493 -1.070 -0.065  0.324
H 1.734 0.840 -0.631  0.343
H 1.977 -0.856 -0.084  0.350

x.
Below is an isolated ion of composition C3H7IN and charge +1, with properties calculated with wB97M-V/def2-TZVPD.

Summary:
LUMO = -3.80 eV
HOMO level = -13.9 eV
SMILES = IC[NH+]1CC1
charge = +1

Last column: Mulliken charge in e.
CARTESIAN COORDINATES (ANGSTROEM)
I -3.013 0.024 -0.016  0.204
C -1.048 -0.882 -0.192  -0.917
N -0.057 -0.051 0.477  -0.012
C 1.346 -0.045 0.064  -0.281
C 0.494 1.134 -0.176  -0.288
H -0.810 -0.970 -1.251  0.423
H -1.085 -1.871 0.267  0.437
H -0.246 0.034 1.478  0.368
H 1.598 -0.696 -0.763  0.244
H 2.086 -0.029 0.854  0.283
H 0.606 2.020 0.434  0.276
H 0.128 1.332 -1.175  0.261

Q: Which of them is the most stable? A: x.